Arrangement A

C23H23N3O4PPd as an isolated structure, computed with ωB97M-V with the def2-TZVPD basis set.

Positions of all 55 atoms, in Å:
Pd (-0.4447, 0.0002, -0.4605)
C (4.4399, -2.5351, -0.3541)
O (3.2199, -2.1650, -1.0032)
C (2.3073, -1.4262, -0.3793)
O (1.3057, -1.1221, -1.0208)
N (2.5510, -1.0686, 0.8926)
N (1.5915, -0.3498, 1.6108)
H (4.9780, -3.1400, -1.0754)
H (4.2429, -3.1280, 0.5400)
H (5.0376, -1.6537, -0.1157)
H (3.4773, -1.1745, 1.2723)
H (1.8232, 0.6448, 1.6424)
H (1.5207, -0.7357, 2.5422)
O (1.3151, 2.6383, 1.5057)
C (0.5070, 2.4892, 0.6065)
O (0.6618, 1.6286, -0.3652)
C (-0.6785, 3.4104, 0.4959)
C (-0.5060, 4.7406, 0.8610)
C (-1.5359, 5.6507, 0.6929)
C (-2.7566, 5.2377, 0.1746)
C (-2.9496, 3.9082, -0.1596)
C (-1.9125, 2.9899, -0.0017)
P (-2.2680, 1.2417, -0.2590)
C (-3.3281, 1.1253, -1.7131)
C (-4.7157, 1.2290, -1.6390)
C (-5.4713, 1.2081, -2.8022)
C (-4.8475, 1.0867, -4.0356)
C (-3.4646, 0.9862, -4.1130)
C (-2.7044, 1.0028, -2.9553)
C (-3.2395, 0.7352, 1.1793)
C (-4.0195, -0.4216, 1.1256)
C (-4.7121, -0.8462, 2.2462)
C (-4.6220, -0.1279, 3.4324)
C (-3.8421, 1.0161, 3.4932)
C (-3.1512, 1.4502, 2.3706)
H (0.4507, 5.0455, 1.2627)
H (-1.3865, 6.6877, 0.9627)
H (-3.5603, 5.9488, 0.0397)
H (-3.9097, 3.5845, -0.5409)
H (-5.2078, 1.3289, -0.6798)
H (-6.5484, 1.2904, -2.7436)
H (-5.4405, 1.0722, -4.9404)
H (-2.9786, 0.8959, -5.0750)
H (-1.6246, 0.9265, -3.0138)
H (-4.1013, -0.9781, 0.2002)
H (-5.3291, -1.7338, 2.1953)
H (-5.1652, -0.4597, 4.3072)
H (-3.7732, 1.5796, 4.4139)
H (-2.5512, 2.3501, 2.4258)
C (-2.6697, -3.9523, -1.2261)
C (-2.0208, -2.6860, -0.9337)
N (-1.5108, -1.6915, -0.7036)
H (-2.0060, -4.5641, -1.8346)
H (-3.5936, -3.7692, -1.7723)
H (-2.8921, -4.4722, -0.2959)

Its charge is +1. For the frontier orbital gap, the calculation gives 8.906 eV. The molecular weight is 542.85 g/mol.

***

Arrangement B

C23H23N3O4PPd as an isolated structure, computed with ωB97M-V with the def2-TZVPD basis set.

Positions of all 55 atoms, in Å:
Pd (-0.6424, -1.6132, -0.3531)
C (3.7939, -0.9662, 2.4300)
O (3.0723, -0.9354, 1.2018)
C (1.9333, -1.5800, 1.0536)
O (1.4009, -1.5209, -0.0539)
N (1.4093, -2.2805, 2.0813)
N (0.1956, -2.9692, 1.8865)
H (4.7073, -0.4082, 2.2319)
H (4.0480, -1.9904, 2.7077)
H (3.2278, -0.4630, 3.2170)
H (1.8011, -2.1829, 3.0152)
H (-0.5727, -2.5692, 2.4362)
H (0.3071, -3.9620, 2.0869)
O (-2.5748, -1.0924, 1.2841)
C (-2.8930, -0.8142, 0.1232)
O (-2.7250, -1.5746, -0.8872)
C (-3.2448, 0.6142, -0.2018)
C (-4.5206, 1.1450, -0.2590)
C (-4.6878, 2.4845, -0.5775)
C (-3.5940, 3.2932, -0.8531)
C (-2.3177, 2.7648, -0.8181)
C (-2.1433, 1.4211, -0.4938)
P (-0.5123, 0.6535, -0.4026)
C (0.4309, 1.1180, -1.8579)
C (-0.2459, 1.3223, -3.0582)
C (0.4665, 1.5942, -4.2102)
C (1.8506, 1.6545, -4.1726)
C (2.5269, 1.4323, -2.9830)
C (1.8233, 1.1581, -1.8267)
C (0.2916, 1.3441, 1.0659)
C (1.0652, 2.4991, 0.9969)
C (1.6014, 3.0423, 2.1505)
C (1.3556, 2.4500, 3.3792)
C (0.5571, 1.3200, 3.4572)
C (0.0229, 0.7678, 2.3052)
H (-5.3734, 0.5211, -0.0523)
H (-5.6803, 2.9031, -0.6142)
H (-3.7390, 4.3332, -1.0998)
H (-1.4681, 3.3890, -1.0502)
H (-1.3257, 1.2689, -3.0912)
H (-0.0584, 1.7572, -5.1368)
H (2.4038, 1.8709, -5.0728)
H (3.6043, 1.4682, -2.9579)
H (2.3553, 0.9645, -0.9078)
H (1.2613, 2.9698, 0.0445)
H (2.2042, 3.9358, 2.0908)
H (1.7669, 2.8856, 4.2788)
H (0.3257, 0.8862, 4.4191)
H (-0.6665, -0.0731, 2.3580)
C (-0.4511, -6.1765, -1.6763)
C (-0.4905, -4.8020, -1.3053)
N (-0.5491, -3.6955, -1.0154)
H (-0.0350, -6.2661, -2.6785)
H (-1.4674, -6.5675, -1.6626)
H (0.1688, -6.7291, -0.9717)

Its charge is +1. For the frontier orbital gap (spin up / spin down), the calculation gives 7.882 / 7.882 eV. The molecular weight is 542.85 g/mol.

***

Most favorable structure: arrangement A. The second most favorable one is 1.164 eV above it.